C27H25Cl48I2N2O4PSi | wB97M-V/def2-TZVPD

Structure (XYZ):
```
110
Properties=species:S:1:pos:R:3:lowdin_charge:R:1
C 4.68 -0.97 -1.88 -0.114
C 3.75 -2.19 -1.66 -0.331
C 2.32 -1.69 -1.33 -0.683
I 2.26 -1.09 0.76 0.845
C 1.24 -2.65 -1.81 -0.232
C 0.37 -2.16 -2.84 -0.164
N 0.40 -0.86 -3.31 0.149
C -0.58 -3.03 -3.37 -0.009
C -1.49 -2.52 -4.52 -0.715
O -1.34 -3.05 -5.63 0.014
O -2.24 -1.58 -4.20 -0.042
C -0.72 -4.31 -2.91 -0.163
C -1.80 -5.14 -3.55 -0.124
C -3.22 -4.66 -3.21 -0.241
O -3.99 -5.71 -2.64 -0.268
Si -5.08 -5.11 -1.52 0.409
C -5.98 -3.60 -2.13 -0.147
C -4.06 -4.75 0.03 -0.130
C -6.37 -6.39 -1.02 -0.196
N 0.11 -4.77 -1.93 -0.149
P -0.14 -6.48 -1.44 0.927
C -0.52 -6.44 0.36 -0.299
O 1.32 -7.21 -1.63 -0.351
C 1.07 -3.95 -1.41 -0.569
I 2.36 -4.74 0.06 1.122
H 4.96 -0.88 -2.93 0.077
H 5.60 -1.10 -1.31 0.061
H 4.22 -0.05 -1.55 0.003
H 3.68 -2.71 -2.62 0.116
H 4.17 -2.79 -0.87 0.019
H 2.22 -0.76 -1.84 -0.015
H 1.36 -0.61 -3.53 0.057
H -0.11 -0.78 -4.19 0.110
H -1.66 -5.01 -4.62 0.116
H -1.73 -6.19 -3.35 0.056
H -3.15 -3.77 -2.57 0.107
H -3.70 -4.33 -4.13 0.131
H -6.89 -3.40 -1.55 0.038
H -5.38 -2.69 -2.06 0.027
H -6.29 -3.68 -3.17 0.037
H -4.51 -5.26 0.88 0.027
H -3.91 -3.70 0.22 0.008
H -3.08 -5.22 -0.10 0.001
H -7.31 -6.15 -1.52 0.010
H -6.08 -7.42 -1.19 0.002
H -6.56 -6.26 0.04 0.027
H -0.84 -5.44 0.65 0.032
H -1.28 -7.18 0.56 0.035
H 0.35 -6.73 0.95 -0.007
H 1.31 -8.07 -1.20 0.062
C -2.23 0.27 0.12 -2.036
Cl -3.23 1.61 0.71 0.514
Cl -0.55 0.81 -0.02 0.422
Cl -2.32 -1.09 1.25 0.496
Cl -2.77 -0.25 -1.46 0.591
C -2.14 1.51 4.80 -2.014
Cl -3.78 1.07 4.31 0.512
Cl -2.09 3.23 5.19 0.501
Cl -1.69 0.57 6.22 0.508
Cl -1.02 1.18 3.48 0.510
C 2.58 3.16 -1.97 -1.985
Cl 2.14 4.58 -2.92 0.485
Cl 1.89 1.71 -2.73 0.585
Cl 4.34 3.03 -1.89 0.503
Cl 1.93 3.31 -0.34 0.529
C -1.47 5.60 -3.64 -2.032
Cl -2.73 6.64 -2.98 0.535
Cl 0.06 6.50 -3.67 0.460
Cl -1.29 4.17 -2.63 0.521
Cl -1.90 5.11 -5.28 0.540
C 0.31 1.87 9.61 -2.040
Cl 1.54 0.74 9.02 0.507
Cl 1.09 3.16 10.53 0.529
Cl -0.55 2.55 8.23 0.457
Cl -0.83 1.01 10.65 0.530
C 1.24 8.71 -0.25 -2.034
Cl 1.69 7.16 -0.96 0.465
Cl 2.58 9.35 0.69 0.509
Cl 0.83 9.84 -1.55 0.526
Cl -0.16 8.49 0.80 0.536
C -5.29 4.67 6.88 -2.058
Cl -4.34 3.75 8.06 0.509
Cl -6.74 5.30 7.67 0.528
Cl -4.33 6.01 6.26 0.516
Cl -5.76 3.61 5.55 0.506
C 6.84 5.87 -0.60 -2.032
Cl 7.19 4.48 -1.64 0.506
Cl 6.97 5.38 1.09 0.531
Cl 7.98 7.17 -0.94 0.512
Cl 5.20 6.45 -0.91 0.501
C -5.57 -8.28 -4.73 -2.025
Cl -4.00 -7.70 -5.27 0.562
Cl -6.57 -6.92 -4.19 0.586
Cl -6.39 -9.10 -6.06 0.528
Cl -5.35 -9.41 -3.38 0.533
C 6.36 0.60 2.27 -2.032
Cl 7.61 -0.52 1.68 0.533
Cl 7.13 1.89 3.20 0.498
Cl 5.51 1.30 0.89 0.499
Cl 5.22 -0.28 3.30 0.504
C 3.88 3.48 6.51 -2.043
Cl 2.23 3.04 6.04 0.509
Cl 3.94 5.21 6.86 0.530
Cl 4.35 2.57 7.94 0.512
Cl 4.99 3.11 5.18 0.491
C 5.96 11.60 -0.25 -2.051
Cl 6.56 9.98 -0.58 0.486
Cl 5.97 11.89 1.49 0.524
Cl 6.98 12.79 -1.06 0.529
Cl 4.30 11.72 -0.84 0.501
```

Properties
Frontier orbital gap ... 7.827 eV
Energy ... -674016.64131 eV
Total charge ... 0
LUMO level ... -0.025 Ha

C27H25Cl4MgNOP | wB97M-V/def2-TZVPD

Structure (XYZ):
```
60
Properties=species:S:1:pos:R:3:lowdin_charge:R:1
Mg 1.41 0.65 -1.37 0.321
Cl -0.38 2.62 -1.87 0.620
C -1.08 1.82 -3.26 -0.909
Cl -0.39 0.22 -3.45 0.623
H -0.85 2.40 -4.15 0.050
H -2.16 1.72 -3.10 0.045
O 3.05 -1.33 -1.99 -0.075
N 1.73 -1.48 -1.55 -0.094
C 1.60 -2.42 -0.70 -0.081
C 0.35 -2.91 -0.16 -0.191
C 0.33 -4.28 0.14 -0.015
C -0.83 -4.90 0.56 -0.046
C -1.99 -4.16 0.68 -0.039
C -1.98 -2.81 0.40 -0.099
C -0.82 -2.15 0.01 -0.280
P -0.80 -0.33 -0.13 1.055
C -0.83 0.17 1.64 -0.349
C -0.16 1.34 1.99 -0.106
C -0.17 1.79 3.30 -0.059
C -0.90 1.12 4.26 -0.064
C -1.60 -0.03 3.91 -0.064
C -1.53 -0.53 2.62 -0.071
C -2.53 -0.02 -0.62 -0.393
C -3.28 1.02 -0.07 -0.081
C -4.56 1.27 -0.53 -0.066
C -5.10 0.50 -1.54 -0.070
C -4.36 -0.53 -2.10 -0.071
C -3.08 -0.78 -1.65 -0.146
H 3.01 -0.78 -2.79 0.013
H 2.50 -3.00 -0.46 0.156
H 1.23 -4.87 0.00 0.120
H -0.83 -5.95 0.80 0.115
H -2.91 -4.64 0.98 0.117
H -2.90 -2.25 0.47 0.109
H 0.37 1.91 1.24 0.076
H 0.40 2.67 3.57 0.112
H -0.95 1.48 5.27 0.109
H -2.20 -0.55 4.64 0.109
H -2.03 -1.45 2.38 0.092
H -2.86 1.61 0.73 0.109
H -5.13 2.08 -0.09 0.110
H -6.10 0.70 -1.89 0.109
H -4.79 -1.14 -2.88 0.110
H -2.51 -1.60 -2.08 0.102
Cl 4.89 0.64 -3.53 0.610
C 4.11 2.20 -3.88 -0.910
Cl 2.39 2.10 -3.56 0.586
H 4.24 2.45 -4.94 0.047
H 4.53 2.97 -3.23 0.048
C 3.83 1.87 2.64 -0.091
C 3.63 2.83 1.67 -0.095
C 3.02 2.49 0.47 -0.168
C 2.59 1.18 0.21 -0.258
C 2.81 0.24 1.21 -0.160
C 3.42 0.57 2.41 -0.086
H 4.30 2.13 3.58 0.102
H 3.94 3.85 1.84 0.101
H 2.85 3.27 -0.26 0.080
H 2.49 -0.78 1.06 0.076
H 3.57 -0.19 3.17 0.104
```

Properties
Frontier orbital gap ... 7.975 eV
Energy ... -96759.48692 eV
Total charge ... +1
LUMO level ... -0.108 Ha
Relative energy (zero: lowest compared OMol25 entry of this formula, charge and spin) ... 61.0 kJ/mol

C27H25Cl5InNSb2Se4 | wB97M-V/def2-TZVPD

Structure (XYZ):
```
65
Properties=species:S:1:pos:R:3:lowdin_charge:R:1
In -0.04 0.22 -0.58 0.301
C 0.17 -4.25 -1.09 -0.099
C 0.26 -4.36 -2.47 -0.104
C 0.26 -3.21 -3.25 -0.048
C 0.18 -1.95 -2.66 -0.200
C 0.09 -1.83 -1.26 -0.215
C 0.09 -3.00 -0.50 -0.132
C 0.25 -0.70 -3.49 -0.206
C 0.33 -0.74 -4.90 0.000
C 0.45 0.42 -5.61 0.001
C 0.49 1.66 -4.93 -0.175
C 0.56 2.91 -5.59 -0.050
C 0.50 4.07 -4.88 -0.078
C 0.38 4.03 -3.47 -0.094
C 0.34 2.84 -2.81 -0.075
C 0.39 1.63 -3.52 -0.228
N 0.27 0.45 -2.85 0.090
H 0.16 -5.15 -0.47 0.093
H 0.32 -5.33 -2.94 0.090
H 0.34 -3.32 -4.32 0.090
H 0.04 -2.93 0.58 0.065
H 0.27 -1.68 -5.42 0.093
H 0.50 0.41 -6.69 0.113
H 0.61 2.92 -6.68 0.104
H 0.50 5.02 -5.39 0.099
H 0.22 4.94 -2.91 0.060
H 0.16 2.85 -1.74 0.043
Cl 3.22 -0.84 -1.23 0.708
C 3.13 0.46 -0.07 -0.679
C 1.90 1.04 0.21 -0.248
C 1.92 2.12 1.09 -0.697
Cl 0.47 2.99 1.39 0.668
C 3.10 2.56 1.71 -0.704
Cl 3.07 3.88 2.82 0.657
C 4.30 1.92 1.43 -0.710
Cl 5.76 2.44 2.19 0.639
C 4.32 0.87 0.52 -0.711
Cl 5.82 0.09 0.15 0.634
C -1.27 1.49 4.58 -0.199
C -2.09 0.32 4.03 -0.439
Sb -1.06 -0.71 2.46 1.306
C -2.55 -2.27 2.27 -0.428
C -2.54 -3.35 3.34 -0.205
C 0.43 -1.65 3.77 -0.441
C 0.08 -2.10 5.19 -0.205
H -1.80 2.03 5.36 0.062
H -1.04 2.20 3.78 0.036
H -0.32 1.16 4.99 0.054
H -3.02 0.66 3.58 0.051
H -2.33 -0.39 4.83 0.036
H -2.43 -2.70 1.28 0.034
H -3.50 -1.74 2.26 0.050
H -1.62 -3.94 3.30 0.057
H -3.38 -4.05 3.21 0.059
H -2.61 -2.94 4.34 0.048
H 1.20 -0.88 3.82 0.029
H 0.86 -2.47 3.19 0.031
H -0.47 -1.32 5.72 0.046
H 0.99 -2.31 5.77 0.056
H -0.53 -3.00 5.20 0.038
Se -1.79 4.87 -0.71 -0.233
Sb -3.31 3.11 -1.50 -0.319
Se -2.34 1.01 -0.02 -0.046
Se -3.13 2.37 -3.81 -0.234
Se -5.55 3.13 -0.60 -0.336
```

Properties
Frontier orbital gap ... 5.023 eV
Energy ... -372145.41208 eV
Total charge ... -2
LUMO level ... 0.133 Ha
Relative energy (zero: lowest compared OMol25 entry of this formula, charge and spin) ... 22.8 kJ/mol

C27H25Cl5InNSb2Se4 | wB97M-V/def2-TZVPD

Structure (XYZ):
```
65
Properties=species:S:1:pos:R:3:lowdin_charge:R:1
In 0.35 -0.30 -0.35 0.414
C -1.28 -2.74 3.11 -0.096
C -1.16 -4.01 2.57 -0.101
C -0.82 -4.16 1.24 -0.054
C -0.59 -3.04 0.44 -0.220
C -0.66 -1.74 0.98 -0.200
C -1.01 -1.62 2.32 -0.147
C -0.25 -3.19 -1.00 -0.218
C -0.80 -4.23 -1.79 -0.004
C -0.62 -4.21 -3.14 0.010
C 0.14 -3.19 -3.74 -0.155
C 0.25 -3.03 -5.14 -0.075
C 0.91 -1.95 -5.66 -0.108
C 1.56 -1.03 -4.80 -0.094
C 1.50 -1.19 -3.45 -0.036
C 0.73 -2.24 -2.89 -0.197
N 0.50 -2.26 -1.54 0.081
H -1.57 -2.61 4.15 0.095
H -1.31 -4.88 3.19 0.092
H -0.72 -5.15 0.81 0.102
H -1.05 -0.64 2.79 0.069
H -1.42 -4.98 -1.31 0.103
H -1.10 -4.95 -3.77 0.118
H -0.27 -3.72 -5.79 0.108
H 0.84 -1.73 -6.71 0.101
H 2.00 -0.14 -5.22 0.048
H 1.96 -0.47 -2.79 0.067
Cl 2.47 -1.99 1.87 0.720
C 3.18 -0.56 1.16 -0.685
C 2.49 0.11 0.16 -0.249
C 3.16 1.19 -0.42 -0.698
Cl 2.39 2.08 -1.69 0.695
C 4.44 1.59 -0.02 -0.707
Cl 5.24 2.90 -0.80 0.665
C 5.07 0.91 1.01 -0.708
Cl 6.64 1.39 1.54 0.647
C 4.43 -0.17 1.62 -0.709
Cl 5.22 -1.02 2.91 0.641
C -0.50 4.96 1.34 -0.194
C -1.73 4.06 1.25 -0.416
Sb -1.27 1.98 0.87 1.222
C -3.14 1.23 1.65 -0.417
C -3.46 1.47 3.12 -0.196
C 0.19 1.96 2.62 -0.407
C -0.23 2.51 3.99 -0.204
H -0.78 5.98 1.65 0.062
H 0.00 5.03 0.37 0.072
H 0.23 4.59 2.06 0.040
H -2.41 4.42 0.48 0.056
H -2.26 4.06 2.20 0.025
H -3.16 0.16 1.43 0.036
H -3.89 1.69 1.00 0.055
H -2.82 0.89 3.77 0.045
H -4.49 1.17 3.34 0.060
H -3.37 2.52 3.40 0.047
H 1.02 2.55 2.21 0.029
H 0.56 0.94 2.74 0.017
H -0.85 3.40 3.91 0.044
H 0.65 2.79 4.59 0.058
H -0.77 1.76 4.56 0.048
Se 0.38 2.28 -5.68 -0.320
Sb -1.61 1.24 -4.63 -0.280
Se -1.19 1.24 -1.88 -0.083
Se -2.41 -0.68 -6.01 -0.317
Se -3.51 2.77 -4.17 -0.398
```

Properties
Frontier orbital gap ... 4.523 eV
Energy ... -372143.78914 eV
Total charge ... -2
LUMO level ... 0.126 Ha
Relative energy (zero: lowest compared OMol25 entry of this formula, charge and spin) ... 179.4 kJ/mol

C27H25CoN8O7PS2 | wB97M-V/def2-TZVPD

Structure (XYZ):
```
71
Properties=species:S:1:pos:R:3:lowdin_charge:R:1
Co 0.46 0.58 0.11 0.197
O 2.23 2.56 1.21 0.012
N 1.11 1.82 1.53 -0.094
C 0.80 1.93 2.76 -0.077
C -0.44 1.47 3.43 -0.171
C -0.69 2.00 4.69 -0.055
C -1.74 1.70 5.49 -0.060
C -2.78 0.91 4.94 -0.035
C -2.57 0.31 3.70 -0.066
C -1.41 0.57 2.98 -0.287
P -1.13 -0.18 1.38 1.034
C -0.66 -1.77 2.11 -0.275
C -1.58 -2.62 2.71 -0.104
C -1.17 -3.59 3.59 -0.084
C 0.17 -3.76 3.91 -0.058
C 1.11 -2.98 3.22 -0.035
C 0.71 -1.96 2.35 -0.273
C -2.80 -0.37 0.77 -0.368
C -3.28 -1.58 0.23 -0.109
C -4.43 -1.59 -0.49 -0.085
C -5.21 -0.43 -0.58 -0.091
C -4.81 0.79 -0.04 -0.078
C -3.53 0.80 0.54 -0.111
H 2.46 2.30 0.36 -0.005
H 1.48 2.40 3.43 0.126
H 0.03 2.73 5.07 0.120
H -1.81 2.00 6.49 0.092
H -3.62 0.60 5.52 0.097
H -3.28 -0.40 3.34 0.096
H -2.61 -2.48 2.41 0.094
H -1.91 -4.22 4.12 0.114
H 0.47 -4.56 4.63 0.121
H 2.19 -3.15 3.38 0.112
H 2.11 -1.59 0.69 0.101
H -2.60 -2.43 0.28 0.110
H -4.75 -2.53 -0.94 0.110
H -6.18 -0.46 -1.08 0.102
H -5.49 1.66 -0.01 0.113
H -3.18 1.83 0.84 0.127
N -0.31 1.86 -1.53 0.050
N -0.32 1.14 -2.73 0.036
C -0.21 -0.19 -2.77 -0.383
N -0.43 -0.83 -3.93 0.192
N 0.17 -0.80 -1.63 0.119
N 0.42 -2.17 -1.78 -0.386
O -0.34 -2.86 -2.47 0.010
O 1.44 -2.68 -1.32 0.063
H -1.26 2.19 -1.41 0.111
H 0.24 2.68 -1.49 0.071
H -0.36 1.73 -3.57 0.159
H -0.43 -0.29 -4.79 0.126
H -0.63 -1.83 -3.89 0.096
O 2.76 0.49 -0.92 -0.023
C 2.77 1.22 -1.93 -0.549
N 2.41 2.52 -1.88 -0.082
S 2.60 3.22 -3.27 0.587
O 1.34 3.65 -3.84 -0.339
O 3.62 4.22 -3.22 -0.288
C 3.15 1.78 -4.18 -0.195
C 3.58 1.66 -5.45 -0.064
C 3.98 0.40 -5.84 -0.082
C 4.00 -0.68 -4.96 -0.058
C 3.53 -0.58 -3.62 0.018
C 3.21 0.71 -3.21 -0.125
H 3.46 2.46 -6.18 0.130
H 4.41 0.25 -6.88 0.126
H 4.30 -1.67 -5.32 0.102
H 3.44 -1.41 -2.96 0.102
O 2.97 -0.79 3.89 -0.546
S 3.14 -0.55 2.45 0.926
N 1.71 -1.13 1.60 -0.263
```

Properties
Frontier orbital gap (alpha / beta) ... 7.133 / 6.985 eV
Energy ... -123237.97374 eV
Total charge ... 0
LUMO level (alpha / beta) ... -0.007 / -0.020 Ha
Spin multiplicity ... 4
Relative energy (zero: lowest compared OMol25 entry of this formula, charge and spin) ... 187.3 kJ/mol

C27H25F6Si | wB97M-V/def2-TZVPD

Structure (XYZ):
```
59
Properties=species:S:1:pos:R:3:lowdin_charge:R:1
F -5.21 3.95 -1.47 0.116
C -5.22 2.75 -2.14 -0.500
F -6.15 1.94 -1.54 0.116
F -5.64 3.00 -3.43 0.130
C -3.84 2.14 -2.10 -0.116
C -3.68 0.79 -1.77 0.002
C -2.40 0.27 -1.62 -0.039
C -1.26 1.08 -1.67 -0.137
C 0.00 0.55 -0.89 -0.134
C 1.28 1.13 -1.58 -0.170
C 1.52 2.51 -1.52 -0.043
C 2.79 3.04 -1.72 0.013
C 3.85 2.19 -2.02 -0.119
C 5.25 2.73 -2.13 -0.497
F 6.14 1.84 -1.56 0.111
F 5.64 2.93 -3.43 0.132
F 5.37 3.93 -1.47 0.116
C 3.63 0.82 -2.18 0.006
C 2.34 0.31 -2.02 -0.004
C -1.45 2.36 -2.27 -0.006
C -2.72 2.93 -2.36 0.012
H -4.55 0.15 -1.66 0.127
H -2.30 -0.80 -1.42 0.109
H 0.01 -0.55 -1.15 0.135
H 0.71 3.20 -1.26 0.112
H 2.96 4.11 -1.67 0.133
H 4.47 0.17 -2.46 0.135
H 2.19 -0.76 -2.20 0.124
H -0.62 2.97 -2.67 0.112
H -2.86 3.97 -2.68 0.143
C -3.24 -2.88 2.02 -0.163
Si -1.38 -2.99 1.99 0.572
C -0.78 -4.29 3.18 -0.157
C -0.68 -3.27 0.29 -0.151
C -0.71 -1.18 2.52 -0.189
C 0.80 -1.09 2.47 -0.207
C 1.19 -0.15 1.55 -0.126
C 2.54 0.19 1.47 0.000
C 3.49 -0.59 2.14 -0.046
C 3.08 -1.61 3.02 -0.048
C 1.71 -1.86 3.22 -0.014
C 0.01 0.36 0.69 -0.109
C -1.09 -0.18 1.52 0.119
H -3.60 -2.04 1.40 0.034
H -3.66 -3.81 1.62 0.054
H -3.61 -2.74 3.05 0.052
H 0.32 -4.37 3.19 0.034
H -1.12 -4.11 4.20 0.052
H -1.18 -5.27 2.85 0.058
H 0.42 -3.25 0.31 0.058
H -1.01 -4.26 -0.07 0.058
H -1.02 -2.51 -0.43 0.019
H -1.17 -1.16 3.54 0.164
H 2.84 1.02 0.87 0.106
H 4.55 -0.40 2.00 0.118
H 3.84 -2.22 3.55 0.124
H 1.40 -2.61 3.95 0.109
H 0.00 1.50 0.60 0.209
H -2.17 0.09 1.37 0.151
```

Properties
Frontier orbital gap ... 6.859 eV
Energy ... -52580.06048 eV
Total charge ... +1
LUMO level ... -0.199 Ha